Entry 1:
2 unconnected molecules or ions with the total composition C4H11NO. Source: the OMol25 dataset; level of theory: the ωB97M-V functional and the def2-TZVPD basis.

Results
Charge   0
E_HOMO   -8.729 eV
LUMO energy   0.0364 Ha
Energy   -7862.785 eV

Geometry as XYZ:
```
17
Properties=species:S:1:pos:R:3:lowdin_charge:R:1
C -2.18910 -0.29100 -0.37783 -0.008
C -1.15524 -0.48274 0.42590 -0.211
C 0.22828 -0.82411 -0.01276 -0.199
C 0.66420 -2.21093 0.58005 -0.296
N 1.42785 -2.01797 1.77495 -0.010
H -2.16627 -0.27371 -1.45873 0.053
H -3.16175 -0.13878 0.08241 0.049
H -1.32851 -0.36015 1.47978 0.099
H 0.97464 -0.11695 0.36272 0.101
H 0.27808 -0.80067 -1.09248 0.100
H -0.30658 -2.68778 0.77788 0.104
H 1.15585 -2.76868 -0.21383 0.094
H 1.73774 -2.84388 2.25293 0.064
H 1.96847 -1.17969 1.85456 0.057
O 0.87382 5.40861 -1.92177 -0.070
H 0.45207 5.28516 -2.78317 0.033
H 0.54646 6.30326 -1.73065 0.037
```



Entry 2:
2 unconnected molecules or ions with the total composition C4H11NO. Source: the OMol25 dataset; level of theory: the ωB97M-V functional and the def2-TZVPD basis.

Results
Charge   0
E_HOMO   -9.931 eV
LUMO energy   0.0304 Ha
Energy   -7863.359 eV

Geometry as XYZ:
```
17
Properties=species:S:1:pos:R:3:lowdin_charge:R:1
C -1.43159 0.03503 2.71160 0.007
C -0.58442 0.28118 1.38186 -0.528
N -0.42739 1.62922 1.03350 0.131
O -0.06596 -0.63240 0.79061 0.039
H -1.03663 -0.88062 3.20050 0.091
H -2.43737 -0.19714 2.56234 0.049
H -1.29038 0.85193 3.34052 0.037
H 0.03570 1.85143 0.14206 0.112
H -0.89846 2.30179 1.61289 0.084
C 1.16649 -1.40875 -2.39152 -0.144
C 1.23784 0.02558 -3.07353 -0.158
H 1.20554 -1.24074 -1.25208 0.065
H 0.21433 -1.95350 -2.42604 0.051
H 1.81047 -2.07295 -2.89824 0.032
H 0.37862 0.77642 -3.01572 0.071
H 1.25477 0.01200 -4.09969 0.011
H 1.95293 0.60777 -2.49635 0.050
```